Record 1
A 7-piece molecular cluster, C23H62N2O13 overall in a non-equilibrium geometry, computed with ωB97M-V/def2-TZVPD.

Atoms and positions in Å:
C -4.14 -2.33 3.70
O -3.41 -1.35 4.36
C -2.17 -1.82 4.88
C -1.46 -0.67 5.54
N -2.32 -0.18 6.60
C -1.81 0.97 7.33
C -2.88 1.45 8.29
O -3.96 1.93 7.50
C -5.08 2.33 8.22
H -5.19 -2.04 3.57
H -4.15 -3.31 4.19
H -3.74 -2.50 2.68
H -1.64 -2.23 4.01
H -2.39 -2.60 5.62
H -1.23 0.11 4.80
H -0.53 -1.03 5.99
H -3.25 0.04 6.26
H -1.59 1.82 6.66
H -0.90 0.70 7.87
H -2.53 2.29 8.90
H -3.19 0.65 8.97
H -5.07 3.39 8.51
H -5.16 1.83 9.20
H -6.00 2.13 7.67
C 0.02 1.94 -2.28
O -1.04 2.01 -3.22
C -0.80 2.27 -4.58
C -0.30 3.68 -4.88
N 1.08 3.91 -4.56
C 2.04 3.51 -5.56
C 3.44 3.83 -5.05
O 3.58 5.23 -4.94
C 4.81 5.55 -4.35
H 0.92 1.42 -2.64
H -0.36 1.28 -1.50
H 0.31 2.94 -1.99
H -1.79 2.21 -5.04
H -0.16 1.48 -4.99
H -0.98 4.36 -4.36
H -0.54 3.88 -5.94
H 1.27 4.81 -4.14
H 1.91 4.09 -6.49
H 1.92 2.44 -5.74
H 4.20 3.44 -5.73
H 3.52 3.27 -4.11
H 4.93 6.64 -4.34
H 5.71 5.22 -4.88
H 4.90 5.18 -3.32
C 4.71 -0.61 -0.58
C 3.55 -0.90 -1.53
C 3.92 -1.62 -2.81
O 2.67 -1.67 -0.71
H 4.28 -0.17 0.32
H 5.39 0.14 -0.98
H 5.20 -1.53 -0.27
H 3.13 0.08 -1.78
H 4.72 -1.11 -3.34
H 3.00 -1.78 -3.39
H 4.23 -2.64 -2.56
H 1.80 -1.73 -1.14
O -4.45 -0.44 -3.89
C -4.60 0.93 -3.56
C -4.24 1.28 -2.14
O -5.31 1.12 -1.21
H -5.25 -0.92 -3.65
H -3.90 1.45 -4.23
H -5.54 1.38 -3.91
H -3.85 2.30 -2.08
H -3.40 0.66 -1.81
H -5.65 1.97 -0.94
O 4.26 -1.92 3.97
C 3.29 -1.82 2.91
C 2.85 -0.40 2.79
O 2.33 0.04 4.05
H 4.19 -1.10 4.46
H 3.68 -2.28 2.00
H 2.45 -2.47 3.17
H 2.04 -0.25 2.07
H 3.65 0.28 2.46
H 2.07 0.96 3.97
O -0.44 -1.32 -1.46
C -1.59 -1.93 -0.86
C -1.17 -2.85 0.24
O -0.53 -2.13 1.28
H -0.70 -0.98 -2.32
H -2.12 -1.08 -0.39
H -2.36 -2.26 -1.55
H -0.54 -3.69 -0.11
H -1.95 -3.48 0.68
H 0.18 -1.61 0.90
O 2.75 -5.75 -3.47
C 1.77 -4.75 -3.57
C 0.63 -4.99 -2.59
O 1.05 -5.05 -1.24
H 3.58 -5.42 -3.11
H 2.13 -3.74 -3.38
H 1.34 -4.73 -4.57
H 0.19 -5.97 -2.82
H -0.17 -4.27 -2.76
H 1.96 -5.37 -1.25

The max |F| comes out at 0.0394 Eh/bohr. The energy relative to the best compared isomer or geometry (same formula, charge and spin) comes out at 0.0 kcal per mole. The HOMO energy comes out at -8.3 eV. The SMILES is COCCNCCOC.COCCNCCOC.CC(C)O.OCCO.OCCO.OCCO.OCCO. As for the net charge: 0. The calculation puts the total energy at -2000.94482 hartree.

Löwdin population analysis, charges in e, atoms 1 to 6:
1. C -0.13
2. O -0.20
3. C -0.21
4. C -0.21
5. N -0.07
6. C -0.22

Record 2
One molecule with the formula C5H7Cl in a non-equilibrium geometry, computed with ωB97M-V/def2-TZVPD.

Atoms and positions in Å:
C -0.54 1.72 0.16
C -0.41 0.42 -0.09
Cl -1.81 -0.58 -0.02
C 0.86 -0.23 -0.49
C 2.20 0.31 -0.12
C 1.64 -0.96 0.52
H -1.44 2.12 0.51
H 0.30 2.36 0.12
H 0.84 -0.69 -1.44
H 2.94 0.22 -0.89
H 2.24 1.24 0.46
H 2.08 -1.90 0.18
H 1.25 -0.95 1.51

The max |F| comes out at 0.0341 Eh/bohr. The energy relative to the best compared isomer or geometry (same formula, charge and spin) comes out at 22.7 kcal per mole. The HOMO energy comes out at -9.4 eV. The SMILES is C=C(Cl)C1CC1. As for the net charge: 0. The calculation puts the total energy at -654.85430 hartree.

natural (NBO) population analysis, charges in e, atoms 1 to 6:
1. C -0.41
2. C 0.00
3. Cl 0.00
4. C -0.30
5. C -0.41
6. C -0.40

Record 3
C40H51MgN2PSi2Te as an isolated structure, computed with ωB97M-V/def2-TZVPD.

Atoms and positions in Å:
Mg -0.32 -0.60 0.26
N 1.78 -0.41 0.83
C 2.48 -1.64 0.56
C 3.81 -1.80 0.80
C 4.45 -3.03 0.54
C 3.73 -4.09 0.04
C 2.35 -3.95 -0.21
C 1.55 -5.01 -0.71
C 0.22 -4.80 -0.93
C -0.33 -3.54 -0.66
N 0.38 -2.53 -0.20
C 1.72 -2.72 0.04
H 2.08 0.31 0.17
H 2.02 -0.05 1.74
H 4.38 -0.97 1.19
H 5.51 -3.14 0.72
H 4.21 -5.04 -0.16
H 2.01 -5.97 -0.91
H -0.42 -5.59 -1.30
H -1.38 -3.35 -0.83
C -0.82 1.21 -0.38
C -1.18 2.22 -1.00
C -1.49 3.31 -1.81
C -1.36 4.65 -1.25
C -1.63 4.91 0.10
C -1.50 6.18 0.64
C -1.07 7.25 -0.15
C -0.77 7.01 -1.48
C -0.91 5.74 -2.02
C -1.77 3.05 -3.21
C -1.46 1.81 -3.79
C -1.75 1.53 -5.12
C -2.36 2.47 -5.93
C -2.68 3.70 -5.37
C -2.40 3.99 -4.05
H -1.96 4.09 0.73
H -1.75 6.35 1.68
H -0.98 8.24 0.27
H -0.41 7.82 -2.11
H -0.65 5.57 -3.06
H -0.96 1.06 -3.18
H -1.48 0.56 -5.53
H -2.59 2.25 -6.97
H -3.18 4.45 -5.98
H -2.69 4.95 -3.65
C 4.21 5.27 3.22
Si 2.51 5.85 2.66
C 1.21 5.07 3.75
C 2.42 7.72 2.78
C 2.26 5.33 0.87
Te 2.46 3.21 0.67
C 1.94 3.09 -1.40
Si 3.37 2.67 -2.52
C 4.78 3.88 -2.34
C 2.78 2.62 -4.30
C 3.97 0.95 -2.03
H 4.52 5.78 4.13
H 4.97 5.47 2.45
H 4.22 4.20 3.41
H 1.38 5.32 4.80
H 1.22 3.98 3.65
H 0.22 5.41 3.47
H 2.57 8.04 3.81
H 1.46 8.08 2.43
H 3.20 8.19 2.17
H 3.00 5.80 0.22
H 1.26 5.58 0.51
H 1.47 4.05 -1.64
H 1.14 2.35 -1.45
H 4.49 4.88 -2.66
H 5.64 3.58 -2.94
H 5.10 3.94 -1.29
H 2.36 3.59 -4.59
H 2.00 1.88 -4.43
H 3.60 2.39 -4.98
H 4.39 0.95 -1.02
H 4.75 0.60 -2.71
H 3.16 0.22 -2.07
C -4.03 0.03 0.90
P -2.95 -1.21 0.12
C -3.21 -0.81 -1.65
C -3.88 -2.77 0.35
C -4.30 -3.57 -0.71
C -4.93 -4.78 -0.47
C -5.16 -5.21 0.82
C -4.74 -4.42 1.89
C -4.10 -3.22 1.65
H -4.12 -0.16 1.97
H -5.02 -0.01 0.44
H -3.58 1.00 0.75
H -4.26 -0.91 -1.92
H -2.60 -1.44 -2.31
H -2.88 0.22 -1.79
H -4.15 -3.24 -1.73
H -5.27 -5.38 -1.31
H -5.66 -6.15 1.01
H -4.91 -4.75 2.91
H -3.76 -2.62 2.49

The max |F| comes out at 0.0104 Eh/bohr. The HOMO energy comes out at -4.4 eV. As for the net charge: 0. The calculation puts the total energy at -3052.80620 hartree.

Löwdin population analysis, charges in e, atoms 1 to 6:
1. Mg 0.56
2. N 0.05
3. C -0.22
4. C 0.00
5. C -0.05
6. C -0.02

Record 4
A 6-piece molecular cluster, C34H45F3INO19P overall in a non-equilibrium geometry, computed with ωB97M-V/def2-TZVPD.

Atoms and positions in Å:
C -0.09 0.05 1.25
C -1.08 0.32 0.44
C -2.43 0.76 -0.33
C -2.87 -0.09 -1.60
C -1.94 -1.30 -2.08
O -2.33 -2.50 -2.18
O -0.59 -0.98 -2.46
C 0.35 -2.01 -2.05
C 1.76 -1.34 -1.57
O 2.44 -0.69 -2.69
C 2.78 -2.44 -0.93
F 2.33 -3.78 -1.18
F 4.11 -2.26 -1.45
F 2.87 -2.27 0.51
C -4.21 0.37 -2.34
C -4.64 -0.45 -3.65
C -6.03 -1.26 -3.52
C -6.57 -1.48 -2.02
C -5.80 -2.73 -1.27
C -5.64 -2.50 0.32
C -4.08 -2.84 0.69
C -3.89 -3.07 2.28
C -4.99 1.63 -1.75
I -6.81 2.17 -2.88
N -4.54 2.37 -0.55
P -5.44 3.75 0.13
O -5.79 3.56 1.63
C -3.29 2.01 0.16
C -2.72 2.80 1.44
H 0.80 -0.08 1.96
H 0.59 -2.72 -2.94
H -0.02 -2.62 -1.13
H 1.58 -0.53 -0.76
H 2.52 0.28 -2.52
H -4.79 0.34 -4.49
H -3.78 -1.13 -4.04
H -6.81 -0.79 -4.24
H -5.83 -2.33 -3.96
H -6.61 -0.54 -1.37
H -7.67 -1.85 -2.12
H -6.47 -3.67 -1.40
H -4.81 -2.97 -1.81
H -5.97 -1.46 0.67
H -6.29 -3.26 0.91
H -3.74 -3.76 0.08
H -3.48 -1.90 0.39
H -4.58 -3.92 2.62
H -2.77 -3.24 2.48
H -4.26 -2.09 2.80
H -4.59 4.93 0.07
H -6.66 4.06 -0.56
H -1.56 2.75 1.48
H -3.09 2.27 2.41
H -2.98 3.92 1.45
C 5.68 0.63 2.57
C 4.70 -0.10 1.71
O 3.45 0.48 2.07
C 3.73 1.72 2.57
O 2.89 2.56 2.82
O 5.07 1.90 2.76
H 6.66 0.74 2.09
H 5.82 0.15 3.55
H 4.87 0.06 0.65
H 4.69 -1.18 1.91
C -0.59 -0.60 -5.62
C 0.67 -0.21 -6.32
O 0.31 -0.24 -7.69
C -1.04 -0.07 -7.75
O -1.66 0.12 -8.76
O -1.60 -0.14 -6.50
H -0.69 -0.12 -4.64
H -0.69 -1.68 -5.50
H 1.00 0.80 -6.06
H 1.49 -0.91 -6.12
C 9.42 2.10 5.81
C 8.42 1.14 6.37
O 8.02 0.39 5.24
C 9.04 0.47 4.33
O 9.10 -0.19 3.32
O 9.96 1.39 4.71
H 10.20 2.36 6.53
H 8.95 3.02 5.45
H 8.86 0.46 7.11
H 7.56 1.64 6.82
C 2.13 -0.92 5.03
C 2.35 -2.39 4.84
O 3.57 -2.62 5.54
C 3.70 -1.63 6.46
O 4.53 -1.62 7.33
O 2.77 -0.65 6.27
H 1.07 -0.66 5.07
H 2.62 -0.32 4.26
H 1.56 -2.99 5.30
H 2.45 -2.66 3.79
C 0.77 3.22 -3.04
C 0.30 3.79 -1.74
O -1.07 4.07 -1.98
C -1.47 3.26 -2.99
O -2.61 3.11 -3.34
O -0.41 2.62 -3.57
H 1.55 2.48 -2.91
H 1.11 3.99 -3.74
H 0.38 3.07 -0.91
H 0.84 4.70 -1.46

The max |F| comes out at 0.1240 Eh/bohr. The HOMO energy comes out at -12.6 eV. As for the net charge: +1. The calculation puts the total energy at -3744.94032 hartree.

Löwdin population analysis, charges in e, atoms 1 to 6:
1. C 0.14
2. C -0.05
3. C -0.02
4. C 0.08
5. C -0.31
6. O 0.09

Record 5
A 2-piece molecular cluster, C2H7OPS overall in a non-equilibrium geometry, computed with ωB97M-V/def2-TZVPD.

Atoms and positions in Å:
C 0.81 -0.67 2.61
O -0.25 -0.49 2.09
H 1.10 -1.60 2.94
H 1.60 0.03 2.90
C 0.35 -0.62 -1.59
S 0.52 1.13 -1.46
P -0.52 1.85 0.19
H 1.14 -0.92 -2.30
H 0.56 -1.15 -0.70
H -0.55 -0.97 -2.25
H 0.60 2.68 0.45
H -1.11 3.02 -0.28

The max |F| comes out at 0.0678 Eh/bohr. The energy relative to the best compared isomer or geometry (same formula, charge and spin) comes out at 73.1 kcal per mole. The HOMO energy comes out at -8.7 eV. The SMILES is C=O.CSP. As for the net charge: 0. The calculation puts the total energy at -895.09964 hartree.

natural (NBO) population analysis, charges in e, atoms 1 to 6:
1. C 0.29
2. O -0.48
3. H 0.09
4. H 0.10
5. C -0.77
6. S -0.08

Record 6
One molecule with the formula C14H14ClN3O4 in a non-equilibrium geometry, computed with ωB97M-V/def2-TZVPD.

Atoms and positions in Å:
N -3.11 -5.81 -0.64
C -2.57 -4.59 -0.44
N -1.19 -4.41 -0.44
N -3.48 -3.68 -0.22
C -3.38 -2.18 -0.09
C -2.87 -1.75 1.31
O -2.34 -0.41 1.32
C -1.13 -0.41 0.69
O -0.44 -1.43 0.51
C -0.44 0.89 0.41
C 0.90 0.97 0.64
C 1.58 2.13 0.22
C 2.94 2.28 0.54
C 3.66 3.36 -0.07
C 5.16 3.26 -0.07
Cl 5.60 2.10 -1.46
C 2.92 4.45 -0.54
C 1.54 4.35 -0.70
C 0.85 3.20 -0.46
O -0.47 3.07 -0.88
C -1.05 1.95 -0.51
O -2.19 1.69 -0.84
H -4.15 -5.82 -0.74
H -2.76 -6.45 0.04
H -0.86 -3.45 -0.20
H -0.56 -5.00 -0.87
H -4.26 -1.71 -0.48
H -2.59 -1.80 -0.79
H -3.78 -1.91 2.02
H -2.04 -2.43 1.75
H 1.36 0.25 1.34
H 3.45 1.45 1.02
H 5.75 3.08 0.93
H 5.54 4.27 -0.32
H 3.39 5.32 -0.91
H 1.01 5.18 -1.07

The max |F| comes out at 0.1040 Eh/bohr. The energy relative to the best compared isomer or geometry (same formula, charge and spin) comes out at 84.4 kcal per mole. The HOMO energy comes out at -8.3 eV. The SMILES is NC(N)=NCCOC(=O)c1cc2cc(CCl)ccc2oc1=O. As for the net charge: 0. The calculation puts the total energy at -1467.25747 hartree.

natural (NBO) population analysis, charges in e, atoms 1 to 6:
1. N -0.82
2. C 0.58
3. N -0.85
4. N -0.61
5. C -0.26
6. C -0.10

Record 7
A 2-piece molecular cluster, C2H6Cl3N3 overall in a non-equilibrium geometry, computed with ωB97M-V/def2-TZVPD.

Atoms and positions in Å:
C 1.31 -0.70 -0.82
C 0.84 0.74 1.02
N 0.30 -0.26 0.10
N -0.80 -0.82 0.48
N -2.58 0.29 -0.44
Cl -1.29 -2.18 -0.42
Cl -1.85 1.53 -1.31
Cl -3.53 0.85 0.86
H 1.78 0.18 -1.31
H 2.06 -1.22 -0.26
H 1.00 -1.31 -1.59
H 1.55 1.33 0.43
H -0.03 1.26 1.38
H 1.24 0.31 1.87

The max |F| comes out at 0.0458 Eh/bohr. The energy relative to the best compared isomer or geometry (same formula, charge and spin) comes out at 15.4 kcal per mole. The HOMO energy (alpha / beta) comes out at -8.7 / -7.3 eV. As for the net charge: 0. The calculation puts the total energy at -1624.42028 hartree.

natural (NBO) population analysis, charges in e, atoms 1 to 6:
1. C -0.44
2. C -0.41
3. N -0.18
4. N -0.17
5. N -0.46
6. Cl 0.13

Record 8
An isolated ion of composition C7H10N and charge +1 in a non-equilibrium geometry, computed with ωB97M-V/def2-TZVPD.

Atoms and positions in Å:
C -1.13 -1.06 0.72
C -3.06 0.50 -0.25
C -0.40 -0.65 -0.60
C 1.70 -0.04 0.23
C -1.73 -0.10 -0.20
C -1.80 1.33 0.06
C 2.99 0.63 0.09
N 0.71 0.21 -0.49
H -1.68 -2.09 0.88
H -0.58 -0.65 1.65
H -3.45 0.76 -1.35
H -3.74 0.18 0.53
H -0.23 -1.42 -1.37
H 1.69 -1.11 0.70
H 3.80 -0.07 -0.12
H 3.31 0.98 1.16
H 2.91 1.54 -0.59
H 0.67 1.05 -1.05

The max |F| comes out at 0.0830 Eh/bohr. The energy relative to the best compared isomer or geometry (same formula, charge and spin) comes out at 139.2 kcal per mole. The HOMO energy comes out at -13.3 eV. As for the net charge: +1. The calculation puts the total energy at -326.97917 hartree.

natural (NBO) population analysis, charges in e, atoms 1 to 6:
1. C -0.35
2. C -0.50
3. C -0.06
4. C 0.32
5. C -0.35
6. C 0.23